No. 1
Here is one molecule with the formula C4HNO2 in a non-equilibrium geometry from the OMol25 dataset. Energies are from ωB97M-V/def2-TZVPD.

CARTESIAN COORDINATES (ANGSTROEM)
1 C -0.052 1.418 -0.675
2 C -0.913 0.313 -0.535
3 C -0.095 -0.550 0.342
4 C -0.375 -1.804 0.765
5 N 1.099 0.018 0.540
6 O -0.730 -2.884 0.928
7 O 1.143 1.197 -0.141
8 H -0.078 2.292 -1.224

Output
* M: 95.06 g/mol
* gap between HOMO and LUMO (spin up / spin down): 6.645 / 6.645 eV
* LUMO energy (spin up / spin down): -1.72 / -1.72 eV
* calculated total energy: -358.04438 a.u.
* HOMO (spin up / spin down): -8.36 / -8.36 eV
* energy above the lowest of the compared OMol25 structures with the same formula, charge and spin: 367.62 kJ/mol


No. 2
Here is C2HBaFO2 as an isolated structure in a non-equilibrium geometry from the OMol25 dataset. Energies are from ωB97M-V/def2-TZVPD.

CARTESIAN COORDINATES (ANGSTROEM)
1 C 0.793 0.000 0.263
2 C 0.024 0.883 -0.067
3 O 1.558 -1.000 0.640
4 H 1.081 -1.943 0.495
5 Ba -2.994 3.418 -1.215
6 O -0.879 1.719 -0.436
7 F 0.418 -3.076 0.321

Output
* M: 213.35 g/mol
* gap between HOMO and LUMO (spin up / spin down): 3.650 / 3.549 eV
* multiplicity: 2
* expectation value of S²: 0.75
* net charge: -1
* LUMO energy (spin up / spin down): 1.50 / 1.39 eV
* calculated total energy: -352.52366 a.u.
* HOMO (spin up / spin down): -2.16 / -2.15 eV


No. 3
Here is C19H16AuN3OS as an isolated structure in a non-equilibrium geometry from the OMol25 dataset. Energies are from ωB97M-V/def2-TZVPD.

CARTESIAN COORDINATES (ANGSTROEM)
1 Au -0.618 0.710 -1.145
2 C -5.120 2.564 0.961
3 N -4.001 2.062 1.738
4 C -3.961 1.989 3.110
5 C -2.774 1.473 3.442
6 N -2.062 1.219 2.267
7 C -2.846 1.597 1.195
8 S -2.731 1.609 -0.507
9 C -0.739 0.654 2.322
10 C -0.156 0.352 3.551
11 C 1.120 -0.188 3.545
12 C 1.772 -0.407 2.342
13 C 1.109 -0.080 1.174
14 N -0.119 0.436 1.190
15 H -5.905 2.866 1.649
16 H -5.488 1.787 0.295
17 H -4.803 3.415 0.360
18 H -4.779 2.307 3.731
19 H -2.390 1.269 4.420
20 H -0.648 0.518 4.495
21 H 1.599 -0.430 4.484
22 H 2.771 -0.818 2.308
23 H 1.549 -0.187 0.184
24 O -1.438 -1.097 -1.124
25 C 2.333 -3.558 -3.754
26 C 0.979 -3.305 -3.449
27 C 0.604 -2.151 -2.821
28 C 1.562 -1.171 -2.453
29 C 1.224 0.049 -1.789
30 C 2.231 0.953 -1.544
31 C 3.582 0.706 -1.869
32 C 3.923 -0.470 -2.466
33 C 2.925 -1.426 -2.777
34 C 3.282 -2.635 -3.426
35 H 2.617 -4.477 -4.252
36 H 0.225 -4.034 -3.716
37 H -0.433 -1.958 -2.583
38 H 1.988 1.899 -1.061
39 H 4.337 1.449 -1.641
40 H 4.955 -0.678 -2.721
41 H 4.324 -2.813 -3.664

Output
* M: 531.39 g/mol
* gap between HOMO and LUMO (spin up / spin down): 6.939 / 6.944 eV
* LUMO energy (spin up / spin down): -0.35 / -0.35 eV
* calculated total energy: -1506.84146 a.u.
* HOMO (spin up / spin down): -7.29 / -7.29 eV
* energy above the lowest of the compared OMol25 structures with the same formula, charge and spin: 22.08 kJ/mol


No. 4
Here is H31O15 as an isolated structure in a non-equilibrium geometry from the OMol25 dataset. Energies are from ωB97M-V/def2-TZVPD.

CARTESIAN COORDINATES (ANGSTROEM)
1 O -3.740 2.391 -0.737
2 H -0.051 1.288 3.079
3 H -3.844 3.161 -1.300
4 O 1.582 -1.968 -1.326
5 H 4.889 0.165 0.423
6 H 1.891 -2.367 -2.186
7 O -0.348 2.806 -2.439
8 H -1.364 0.566 2.009
9 H 3.208 1.127 -1.719
10 O -1.181 -3.264 1.083
11 H 0.552 -1.432 4.646
12 H -2.185 -3.466 0.969
13 O 1.576 1.524 2.530
14 H 1.650 2.377 2.038
15 H 1.999 1.521 3.377
16 O -0.899 0.711 3.317
17 H 0.354 2.125 -2.355
18 H 0.061 3.541 -1.945
19 O -2.398 0.364 1.377
20 H -0.721 -0.254 3.498
21 H -2.450 -1.578 0.047
22 O -1.702 0.600 -2.106
23 H 1.796 -0.873 -1.508
24 H -3.921 -1.270 -0.491
25 O -0.135 -1.496 3.954
26 H -1.623 0.747 -3.020
27 H 1.132 -0.117 -3.873
28 O -0.157 0.992 0.203
29 H 2.413 -0.045 -2.525
30 O 4.202 0.161 -0.406
31 H 4.918 0.170 -1.203
32 H -2.062 0.268 0.440
33 O -3.078 -0.828 -0.314
34 H 0.110 -1.941 3.194
35 H -1.556 -0.314 -2.077
36 O 0.829 -1.001 -3.744
37 H -2.969 1.059 1.411
38 H 1.096 -1.249 -2.944
39 O 2.213 0.738 -2.058
40 H -3.348 1.760 -1.387
41 H 1.422 -2.420 1.339
42 O 1.512 -1.464 1.741
43 H 1.628 -0.637 1.171
44 H -0.838 -4.197 0.754
45 H 0.420 0.743 -0.553
46 H -0.885 1.279 -0.382

Output
* M: 271.23 g/mol
* gap between HOMO and LUMO: 10.869 eV
* net charge: +1
* LUMO energy: -2.91 eV
* calculated total energy: -1146.78076 a.u.
* HOMO: -13.78 eV
* energy above the lowest of the compared OMol25 structures with the same formula, charge and spin: 583.33 kJ/mol


No. 5
Here is one molecule with the formula C2H5N3O2S in a non-equilibrium geometry from the OMol25 dataset. Energies are from ωB97M-V/def2-TZVPD.

CARTESIAN COORDINATES (ANGSTROEM)
1 C -0.644 -0.441 0.793
2 C 0.387 -0.123 -0.152
3 H -2.030 1.236 0.524
4 H -2.120 -0.003 2.108
5 H 2.137 -0.558 -0.846
6 H 2.481 1.111 0.634
7 H -1.035 -0.313 -3.479
8 N -1.726 0.377 1.106
9 N 1.724 -0.685 0.050
10 N 0.213 0.378 -1.303
11 O -0.421 -1.363 1.551
12 O 2.450 0.110 1.124
13 S -1.415 0.272 -2.110

Output
* M: 135.15 g/mol
* gap between HOMO and LUMO: 9.053 eV
* LUMO energy: -0.50 eV
* calculated total energy: -791.98382 a.u.
* HOMO: -9.55 eV
* energy above the lowest of the compared OMol25 structures with the same formula, charge and spin: 476.26 kJ/mol


No. 6
Here is a 2-piece molecular cluster, C3H4Cl3N2O overall in a non-equilibrium geometry from the OMol25 dataset. Energies are from ωB97M-V/def2-TZVPD.

CARTESIAN COORDINATES (ANGSTROEM)
1 C -1.237 0.780 -0.506
2 C -0.433 -0.960 0.581
3 C 1.846 0.032 0.438
4 N -0.898 -0.138 -1.421
5 N -1.111 0.258 0.689
6 O -0.674 -1.376 -0.763
7 Cl 2.364 -0.927 -0.824
8 Cl 1.316 1.565 0.014
9 Cl 2.563 -0.019 1.966
10 H -1.451 1.716 -0.713
11 H -0.529 -1.755 1.397
12 H -0.835 -0.047 -2.406
13 H -0.921 0.871 1.548

Output
* M: 190.44 g/mol
* gap between HOMO and LUMO (spin up / spin down): 7.532 / 7.836 eV
* net charge: +1
* LUMO energy (spin up / spin down): -4.61 / -4.49 eV
* calculated total energy: -1681.59815 a.u.
* HOMO (spin up / spin down): -12.15 / -12.33 eV
* energy above the lowest of the compared OMol25 structures with the same formula, charge and spin: 75.34 kJ/mol


No. 7
Here is one molecule with the formula C5H9F4NO2S in a non-equilibrium geometry from the OMol25 dataset. Energies are from ωB97M-V/def2-TZVPD.

CARTESIAN COORDINATES (ANGSTROEM)
1 C 1.540 -0.574 -1.306
2 C 2.168 0.512 0.874
3 C -2.828 0.822 0.104
4 C -4.125 -0.079 0.321
5 C -1.583 -0.007 -0.007
6 N 1.271 0.355 -0.197
7 O -0.158 2.040 0.867
8 O -0.410 1.680 -1.517
9 F -5.174 0.794 0.219
10 F -4.232 -0.920 -0.797
11 F -1.347 -0.650 1.155
12 F -1.577 -1.013 -0.944
13 S -0.141 1.176 -0.242
14 H 2.267 -0.051 -1.980
15 H 2.110 -1.395 -0.956
16 H 0.790 -0.958 -1.960
17 H 1.914 1.258 1.585
18 H 2.461 -0.391 1.438
19 H 3.162 0.890 0.504
20 H -2.945 1.458 -0.689
21 H -2.656 1.339 1.028
22 H -4.225 -0.591 1.311

Output
* M: 223.19 g/mol
* gap between HOMO and LUMO: 10.776 eV
* LUMO energy: 0.75 eV
* calculated total energy: -1198.75532 a.u.
* HOMO: -10.03 eV
* energy above the lowest of the compared OMol25 structures with the same formula, charge and spin: 0.00 kJ/mol


No. 8
Here is a 2-piece molecular cluster, C4H11NO overall in a non-equilibrium geometry from the OMol25 dataset. Energies are from ωB97M-V/def2-TZVPD.

CARTESIAN COORDINATES (ANGSTROEM)
1 C -1.133 -1.328 1.947
2 C -0.575 -0.099 1.349
3 C -1.377 0.705 0.624
4 N -0.955 1.880 0.009
5 C 0.466 2.146 -0.199
6 H -0.500 -1.947 2.574
7 H -1.988 -1.119 2.625
8 H -1.682 -1.995 1.268
9 H 0.491 -0.012 1.189
10 H -2.459 0.644 0.626
11 H -1.558 2.238 -0.703
12 H 0.514 2.719 -1.116
13 H 0.866 2.470 0.759
14 H 1.102 1.271 -0.408
15 H 2.270 -2.587 -3.917
16 H 3.411 -2.747 -2.945
17 O 3.108 -2.240 -3.682

Output
* M: 89.14 g/mol
* gap between HOMO and LUMO: 8.473 eV
* LUMO energy: 0.85 eV
* calculated total energy: -288.94583 a.u.
* HOMO: -7.63 eV
* energy above the lowest of the compared OMol25 structures with the same formula, charge and spin: 186.91 kJ/mol


No. 9
Here is one molecule with the formula C6H11NO in a non-equilibrium geometry from the OMol25 dataset. Energies are from ωB97M-V/def2-TZVPD.

CARTESIAN COORDINATES (ANGSTROEM)
1 C 0.139 -0.042 -2.145
2 C 0.357 0.677 -0.701
3 C -0.575 1.849 -0.508
4 C -0.475 -0.207 1.517
5 C 0.242 -1.524 2.042
6 C 0.765 -1.556 0.576
7 H -0.167 0.710 -2.850
8 H 1.083 -0.343 -2.576
9 H -0.658 -0.821 -2.252
10 H 1.387 1.059 -0.736
11 H -0.178 2.668 -1.140
12 H -0.508 2.159 0.531
13 H -1.676 1.486 -0.652
14 H -0.189 0.641 2.193
15 H -1.583 -0.283 1.447
16 H -0.483 -2.355 2.146
17 H 0.921 -1.449 2.905
18 N 0.238 -0.324 0.312
19 O 1.358 -2.346 -0.110

Output
* M: 113.16 g/mol
* gap between HOMO and LUMO: 10.003 eV
* LUMO energy: 0.89 eV
* calculated total energy: -365.17563 a.u.
* HOMO: -9.12 eV
* energy above the lowest of the compared OMol25 structures with the same formula, charge and spin: 146.59 kJ/mol


No. 10
Here is C2H12NNiO4PSi2 as an isolated structure in a non-equilibrium geometry from the OMol25 dataset. Energies are from ωB97M-V/def2-TZVPD.

CARTESIAN COORDINATES (ANGSTROEM)
1 N 0.071 2.181 -2.396
2 C -0.001 0.973 -3.185
3 C 0.640 -0.314 -2.495
4 Si 0.480 -0.459 -0.597
5 O -0.956 -1.240 -0.075
6 Si -1.342 -1.114 1.592
7 P 0.328 -0.605 2.964
8 O -0.243 -0.843 4.341
9 O 0.747 1.021 2.903
10 O 1.679 -1.521 2.756
11 H -0.698 2.286 -1.733
12 H 0.986 2.363 -1.974
13 H -1.037 0.804 -3.526
14 H 0.596 1.168 -4.107
15 H 0.286 -1.217 -3.031
16 H 1.733 -0.271 -2.702
17 H 1.626 -1.256 -0.121
18 H 0.497 0.912 -0.028
19 H -2.431 -0.110 1.845
20 H -1.902 -2.411 2.005
21 H 1.447 1.092 2.240
22 H 1.684 -2.278 3.358
23 Ni -4.191 0.837 1.966

Output
* M: 259.96 g/mol
* gap between HOMO and LUMO (spin up / spin down): 7.304 / 4.831 eV
* multiplicity: 3
* expectation value of S²: 2.01
* net charge: +2
* LUMO energy (spin up / spin down): -8.99 / -11.46 eV
* calculated total energy: -2867.11463 a.u.
* HOMO (spin up / spin down): -16.29 / -16.29 eV